[1]
Molecular formula: C25H28BCuN10
Method: DFT, the ωB97M-V functional and the def2-TZVPD basis

Structure (XYZ):
```
65
Properties=species:S:1:pos:R:3
Cu 0.003 0.078 -0.626
C 3.344 1.121 -1.154
C 2.771 -0.037 -1.895
C 3.288 -0.757 -2.968
C 2.349 -1.731 -3.259
N 1.319 -1.604 -2.409
N 1.591 -0.572 -1.558
B 0.017 -2.420 -2.135
N 0.006 -2.624 -0.583
C 0.121 -3.739 0.142
C 0.151 -3.394 1.479
C 0.052 -2.008 1.523
C 0.045 -1.158 2.745
N -0.041 -1.565 0.255
N -1.240 -1.528 -2.432
C -2.155 -1.649 -3.402
C -3.103 -0.655 -3.241
C -2.705 0.063 -2.114
C -3.338 1.244 -1.462
N -1.586 -0.489 -1.632
N -0.096 -3.708 -2.860
C -1.083 -4.642 -2.726
C -0.885 -5.598 -3.679
C 0.251 -5.161 -4.404
C 0.912 -5.827 -5.564
N 0.716 -4.031 -3.906
H 4.368 1.304 -1.471
H 3.360 0.930 -0.080
H 2.775 2.034 -1.340
H 4.241 -0.611 -3.445
H 2.332 -2.526 -3.984
H 0.179 -4.699 -0.343
H 0.227 -4.056 2.323
H 0.076 -1.804 3.619
H -0.866 -0.564 2.826
H 0.925 -0.517 2.801
H -2.080 -2.445 -4.126
H -3.985 -0.494 -3.835
H -4.313 1.441 -1.900
H -2.730 2.142 -1.595
H -3.480 1.074 -0.394
H -1.845 -4.554 -1.968
H -1.471 -6.484 -3.846
H 0.327 -6.680 -5.899
H 1.904 -6.185 -5.290
H 1.018 -5.135 -6.398
N -0.043 1.414 0.993
C -0.030 2.760 0.440
C -0.065 3.910 1.174
C -0.043 5.161 0.516
C 0.015 5.238 -0.847
C 0.053 4.059 -1.629
C 0.113 4.035 -3.041
C 0.142 2.837 -3.706
C 0.112 1.644 -2.973
N 0.059 1.652 -1.657
C 0.027 2.823 -0.959
H 0.756 1.273 1.606
H -0.871 1.271 1.566
H -0.110 3.872 2.255
H -0.072 6.064 1.109
H 0.033 6.199 -1.343
H 0.135 4.968 -3.589
H 0.188 2.787 -4.784
H 0.133 0.676 -3.460
```

Values from the calculation:
- HOMO (eV) = -13.93
- Kohn-Sham gap (Eh) = 0.17871
- charge = +2

Atomic partial charges in e from the Mulliken method, atoms 1 to 6: atom 1 (Cu): -1.979, atom 2 (C): -1.371, atom 3 (C): 1.142, atom 4 (C): -1.607, atom 5 (C): 0.162, atom 6 (N): 0.466



[2]
Molecular formula: C23H40O14S2
Method: DFT, the ωB97M-V functional and the def2-TZVPD basis

Structure (XYZ):
```
79
Properties=species:S:1:pos:R:3
C 5.208 -1.733 -6.217
C 3.916 -0.937 -5.815
C 3.496 0.110 -6.874
O 2.206 -0.297 -7.169
C 1.813 -1.431 -6.385
O 0.785 -2.025 -6.384
O 2.941 -1.933 -5.849
H 5.990 -1.005 -5.998
H 5.164 -2.108 -7.239
H 5.406 -2.566 -5.542
H 4.160 -0.504 -4.845
H 4.196 0.243 -7.699
H 3.422 1.069 -6.361
C 3.751 9.031 -4.877
C 2.422 9.854 -4.649
C 1.156 9.040 -5.237
O 0.090 9.295 -4.285
C 0.599 9.640 -3.091
O -0.105 9.800 -2.130
O 1.960 9.857 -3.208
H 4.527 9.502 -4.273
H 4.066 9.016 -5.920
H 3.586 8.115 -4.310
H 2.427 10.849 -5.093
H 1.323 7.971 -5.367
H 0.776 9.320 -6.219
C -2.237 -1.271 8.697
C -3.212 -1.068 9.820
C -3.802 0.278 9.954
O -5.145 0.149 10.318
C -5.504 -0.986 9.896
O -6.636 -1.434 9.742
O -4.365 -1.814 9.578
H -1.434 -0.558 8.883
H -2.772 -0.962 7.799
H -2.009 -2.336 8.687
H -2.735 -1.431 10.730
H -3.924 0.881 9.054
H -3.341 0.920 10.705
O 0.916 -8.476 2.612
S 1.323 -7.324 1.785
O 0.391 -6.183 1.504
C 2.717 -6.627 2.806
C 3.917 -7.415 2.281
C 3.847 -7.487 0.785
C 2.368 -7.719 0.310
H 2.446 -6.760 3.853
H 2.858 -5.583 2.525
H 4.761 -6.849 2.675
H 3.965 -8.447 2.628
H 4.598 -8.145 0.348
H 4.078 -6.526 0.325
H 2.131 -8.722 -0.047
H 2.163 -6.978 -0.462
O 2.561 3.111 0.461
S 1.985 2.026 1.257
O 2.605 0.705 1.177
C 1.669 2.549 3.063
C 0.229 3.102 3.169
C -0.532 2.955 1.856
C 0.146 1.862 0.853
H 2.548 3.110 3.381
H 1.639 1.557 3.516
H -0.420 2.649 3.919
H 0.269 4.183 3.299
H -0.622 3.984 1.509
H -1.565 2.660 2.038
H 0.069 2.066 -0.215
H -0.167 0.825 0.969
C -8.942 -2.823 -4.744
C -8.321 -2.148 -3.515
C -7.258 -2.793 -2.659
O -8.499 -0.985 -3.420
H -9.836 -3.431 -4.604
H -8.339 -3.675 -5.058
H -9.051 -2.136 -5.583
H -7.396 -2.645 -1.588
H -6.340 -2.218 -2.779
H -7.077 -3.790 -3.063
```

Values from the calculation:
- HOMO (eV) = -9.40
- SMILES = C[C@H]1COC(=O)O1.C[C@H]1COC(=O)O1.C[C@H]1COC(=O)O1.O=S1(=O)CCCC1.O=S1(=O)CCCC1.CC(C)=O
- Kohn-Sham gap (Eh) = 0.35850

Atomic partial charges in e from the Mulliken method, atoms 1 to 6: atom 1 (C): -1.405, atom 2 (C): 0.417, atom 3 (C): -0.368, atom 4 (O): -0.352, atom 5 (C): 0.631, atom 6 (O): -0.487



[3]
Molecular formula: C33H31IrN2O7PS
Method: DFT, the ωB97M-V functional and the def2-TZVPD basis

Structure (XYZ):
```
76
Properties=species:S:1:pos:R:3
Ir 0.534 0.127 0.390
O -0.959 -3.609 2.911
C -0.381 -2.443 2.627
O -0.879 -1.635 1.876
C 0.958 -2.279 3.300
O 1.282 -0.918 3.258
C 2.678 -0.643 3.119
C 3.189 -0.905 1.717
O 4.241 -1.488 1.567
O 2.490 -0.443 0.702
H -1.781 -3.666 2.395
H 1.671 -2.909 2.750
H 0.899 -2.662 4.324
H 3.265 -1.235 3.821
H 2.790 0.416 3.361
C -3.956 4.002 -4.312
C -2.652 3.585 -3.691
C -2.454 2.267 -3.274
C -1.263 1.874 -2.696
C -0.252 2.818 -2.530
C -0.423 4.138 -2.930
C -1.625 4.508 -3.511
S 1.259 2.359 -1.807
O 1.600 1.012 -2.158
O 2.213 3.402 -2.016
N 0.815 2.203 -0.185
C 0.966 3.150 0.750
C 1.537 4.430 0.587
C 1.603 5.311 1.663
C 1.101 4.965 2.897
C 0.500 3.693 3.110
C -0.039 3.297 4.351
C -0.612 2.062 4.469
C -0.629 1.217 3.350
N -0.112 1.553 2.185
C 0.441 2.780 2.054
H -4.375 3.204 -4.924
H -3.832 4.886 -4.934
H -4.687 4.240 -3.537
H -3.244 1.540 -3.416
H -1.108 0.851 -2.378
H 0.380 4.851 -2.811
H -1.764 5.530 -3.840
H 1.945 4.711 -0.370
H 2.061 6.280 1.520
H 1.161 5.659 3.726
H -0.001 3.978 5.192
H -1.046 1.725 5.400
H -1.084 0.239 3.403
C 0.221 -1.565 -2.907
P 0.143 -1.779 -1.095
C 1.422 -3.002 -0.722
C 2.672 -2.867 -1.320
C 3.701 -3.730 -0.979
C 3.492 -4.727 -0.038
C 2.254 -4.859 0.572
C 1.221 -3.995 0.236
C -1.461 -2.618 -0.919
C -2.577 -1.852 -0.584
C -3.844 -2.414 -0.587
C -4.007 -3.752 -0.922
C -2.904 -4.521 -1.265
C -1.635 -3.955 -1.274
H 0.391 -2.554 -3.334
H 1.012 -0.885 -3.207
H -0.738 -1.187 -3.258
H 2.860 -2.069 -2.029
H 4.674 -3.609 -1.433
H 4.301 -5.394 0.229
H 2.088 -5.639 1.305
H 0.255 -4.113 0.711
H -2.451 -0.814 -0.294
H -4.704 -1.811 -0.322
H -4.996 -4.194 -0.922
H -3.030 -5.561 -1.536
H -0.783 -4.560 -1.559
```

Values from the calculation:
- HOMO (alpha / beta) (eV) = -10.53 / -11.02
- multiplicity = 5
- Kohn-Sham gap (alpha / beta) (Eh) = 0.26736 / 0.20152
- charge = +1

Atomic partial charges in e from the Mulliken method, atoms 1 to 6: atom 1 (Ir): 1.717, atom 2 (O): -0.546, atom 3 (C): 0.297, atom 4 (O): -0.425, atom 5 (C): -0.395, atom 6 (O): -0.252



[4]
Molecular formula: C55H62BF12N2O4SSi2TeW
Method: DFT, the ωB97M-V functional and the def2-TZVPD basis

Structure (XYZ):
```
141
Properties=species:S:1:pos:R:3
W 0.270 0.313 0.199
C 2.830 1.613 6.474
C 1.896 1.245 5.352
C 0.863 0.332 5.513
C 0.031 0.015 4.460
C 0.204 0.576 3.190
N -0.696 0.254 2.145
C -2.028 0.279 2.481
C -2.497 1.016 3.597
C -3.802 0.967 4.023
C -4.758 0.209 3.350
C -6.187 0.156 3.821
C -4.348 -0.437 2.200
C -3.029 -0.395 1.746
C -2.664 -1.141 0.478
O -1.525 -0.687 -0.138
C -2.553 -2.670 0.859
F -3.423 -3.040 1.813
F -1.331 -2.964 1.313
F -2.793 -3.512 -0.188
C -3.769 -1.043 -0.629
F -4.216 0.206 -0.787
F -4.850 -1.822 -0.410
F -3.269 -1.429 -1.828
C 1.303 1.435 3.007
C 2.102 1.777 4.090
C 1.707 1.818 1.597
O 0.555 2.052 0.792
C 2.471 3.168 1.501
F 1.863 4.102 2.286
F 2.404 3.664 0.244
F 3.758 3.164 1.846
C 2.388 0.604 0.870
F 4.202 0.621 2.602
F 3.148 1.216 -0.182
F 0.750 -1.462 0.707
H 2.418 1.332 7.444
H 3.031 2.685 6.471
H 3.784 1.097 6.340
H 0.700 -0.137 6.479
H -0.774 -0.694 4.602
H -1.790 1.640 4.125
H -4.098 1.540 4.895
H -6.236 -0.019 4.897
H -6.734 -0.639 3.314
H -6.695 1.103 3.614
H -5.082 -1.011 1.649
H 2.952 2.426 3.938
C -6.253 4.925 0.786
C -5.259 3.792 1.071
C -4.861 3.878 2.548
C -5.980 2.466 0.793
C -4.004 3.881 0.205
C -3.761 5.032 -0.547
C -2.671 5.118 -1.387
C -1.836 4.026 -1.486
S -0.485 3.872 -2.538
C -0.199 2.269 -1.920
N -1.065 1.855 -0.990
C -2.005 2.857 -0.730
C -3.102 2.816 0.139
C 0.911 1.503 -2.398
C 1.680 1.987 -3.474
C 2.745 1.274 -3.960
C 3.087 0.068 -3.356
C 2.351 -0.396 -2.284
C 1.225 0.260 -1.769
H -7.157 4.761 1.375
H -6.529 4.954 -0.270
H -5.847 5.897 1.073
H -5.733 3.726 3.190
H -4.433 4.859 2.769
H -4.118 3.125 2.795
H -6.946 2.451 1.303
H -5.400 1.618 1.148
H -6.150 2.340 -0.277
H -4.425 5.881 -0.491
H -2.479 6.011 -1.967
H -3.243 1.933 0.748
H 1.417 2.945 -3.905
H 3.318 1.648 -4.799
H 3.943 -0.496 -3.704
H 2.699 -1.302 -1.808
C 1.497 -4.429 1.828
Si 1.492 -5.005 0.034
C 2.982 -6.146 -0.248
C -0.050 -5.994 -0.471
C 1.741 -3.514 -1.135
Te -0.120 -2.558 -1.603
C -0.363 -3.817 -3.375
Si 0.180 -2.933 -4.959
C -0.445 -1.158 -4.956
C -0.604 -3.862 -6.416
C 2.056 -3.076 -5.122
H 0.716 -4.907 2.421
H 1.342 -3.349 1.891
H 2.459 -4.644 2.297
H 2.914 -7.025 0.396
H 3.914 -5.630 -0.004
H 3.049 -6.493 -1.281
H -0.405 -6.637 0.335
H 0.162 -6.629 -1.335
H -0.862 -5.321 -0.750
H 2.261 -3.773 -2.057
H 2.321 -2.778 -0.576
H -1.431 -4.042 -3.429
H 0.170 -4.756 -3.229
H -1.522 -1.138 -4.768
H -0.254 -0.647 -5.901
H 0.039 -0.582 -4.166
H -1.692 -3.774 -6.404
H -0.356 -4.925 -6.387
H -0.248 -3.463 -7.369
H 2.554 -2.575 -4.292
H 2.414 -2.622 -6.047
H 2.364 -4.124 -5.122
C 6.558 -5.840 4.761
C 6.878 -4.487 4.111
C 7.608 -3.605 5.139
C 7.816 -4.741 2.927
C 5.609 -3.740 3.691
C 4.529 -3.669 4.565
C 3.426 -2.839 4.332
C 3.436 -2.054 3.201
O 2.573 -1.095 2.828
B 3.375 -0.270 1.855
O 4.315 -1.279 1.263
C 4.491 -2.153 2.276
C 5.566 -2.985 2.506
H 7.485 -6.358 5.023
H 5.986 -6.472 4.079
H 5.982 -5.714 5.677
H 8.532 -4.083 5.482
H 6.966 -3.427 6.002
H 7.854 -2.638 4.698
H 8.665 -5.350 3.246
H 8.209 -3.805 2.530
H 7.296 -5.268 2.125
H 4.541 -4.235 5.488
H 2.615 -2.768 5.045
H 6.378 -2.988 1.792
```

Values from the calculation:
- HOMO (alpha / beta) (eV) = -4.37 / -4.39
- multiplicity = 3
- Kohn-Sham gap (alpha / beta) (Eh) = 0.22261 / 0.14469
- charge = -1

Atomic partial charges in e from the Mulliken method, atoms 1 to 6: atom 1 (W): 1.659, atom 2 (C): -1.627, atom 3 (C): 0.610, atom 4 (C): -1.420, atom 5 (C): 0.613, atom 6 (C): -0.256



[5]
Molecular formula: C27H54O27
Method: DFT, the ωB97M-V functional and the def2-TZVPD basis

Structure (XYZ):
```
108
Properties=species:S:1:pos:R:3
C -2.478 -1.023 -1.511
O -3.804 -1.147 -2.042
C -4.483 -0.008 -2.088
O -4.108 1.074 -1.737
O -5.683 -0.273 -2.631
C -6.605 0.792 -2.602
H -2.084 -2.036 -1.457
H -2.418 -0.620 -0.501
H -1.896 -0.434 -2.213
H -7.459 0.564 -3.239
H -6.183 1.698 -3.046
H -6.985 1.010 -1.605
C 4.311 -1.033 -1.024
O 4.244 -2.431 -0.736
C 5.321 -3.189 -0.918
O 6.322 -2.874 -1.484
O 5.067 -4.391 -0.400
C 6.167 -5.262 -0.293
H 4.959 -0.840 -1.877
H 4.753 -0.544 -0.154
H 3.298 -0.693 -1.205
H 5.949 -5.942 0.525
H 7.121 -4.760 -0.125
H 6.343 -5.851 -1.199
C 1.275 -8.713 5.922
O 0.998 -7.324 5.775
C 1.613 -6.674 4.790
O 2.575 -7.070 4.189
O 0.990 -5.524 4.574
C 1.500 -4.752 3.501
H 2.325 -8.937 5.743
H 0.694 -9.280 5.192
H 0.967 -8.952 6.932
H 2.430 -4.243 3.749
H 0.715 -4.069 3.188
H 1.714 -5.352 2.613
C 3.592 2.562 0.342
O 3.709 2.168 1.733
C 3.008 2.906 2.588
O 2.329 3.855 2.283
O 3.178 2.412 3.800
C 2.580 3.136 4.867
H 3.862 3.611 0.258
H 2.595 2.324 -0.011
H 4.370 1.930 -0.076
H 1.531 3.332 4.631
H 3.073 4.101 4.975
H 2.643 2.537 5.765
C -0.216 2.937 -0.408
O -0.477 1.873 0.491
C 0.005 0.677 0.158
O 0.415 0.398 -0.944
O -0.032 -0.118 1.207
C 0.532 -1.422 1.018
H 0.659 3.521 -0.126
H -1.073 3.593 -0.528
H -0.091 2.666 -1.461
H -0.316 -1.992 0.630
H 0.858 -1.830 1.964
H 1.313 -1.416 0.263
C 1.013 -4.189 -1.437
O 0.451 -4.664 -0.232
C 0.368 -5.986 -0.089
O 0.796 -6.808 -0.850
O -0.312 -6.224 1.033
C -0.442 -7.569 1.446
H 0.323 -4.162 -2.280
H 1.854 -4.828 -1.708
H 1.420 -3.192 -1.294
H -1.485 -7.814 1.628
H 0.067 -7.682 2.414
H 0.031 -8.335 0.836
C -0.030 0.063 -4.323
O -0.176 1.481 -4.217
C 0.264 2.235 -5.220
O 1.019 1.921 -6.097
O -0.250 3.448 -5.040
C -0.044 4.413 -6.059
H 0.814 -0.295 -4.898
H -0.971 -0.362 -4.691
H -0.059 -0.235 -3.274
H -0.672 5.268 -5.834
H -0.253 4.016 -7.051
H 1.007 4.716 -6.035
C -2.785 4.408 1.266
O -3.545 5.046 2.280
C -4.189 4.252 3.132
O -4.309 3.065 3.036
O -4.688 5.019 4.098
C -5.240 4.330 5.202
H -1.956 3.867 1.728
H -2.383 5.147 0.584
H -3.368 3.673 0.707
H -5.912 3.542 4.857
H -5.803 5.020 5.824
H -4.473 3.878 5.834
C -4.000 4.986 -2.318
O -2.598 4.832 -2.100
C -1.822 5.787 -2.601
O -2.187 6.820 -3.099
O -0.562 5.400 -2.442
C 0.446 6.327 -2.861
H -4.276 6.018 -2.110
H -4.514 4.260 -1.698
H -4.277 4.762 -3.351
H 0.514 7.085 -2.076
H 0.289 6.808 -3.820
H 1.391 5.792 -2.828
```

Values from the calculation:
- HOMO (eV) = -10.79
- SMILES = COC(=O)OC.COC(=O)OC.COC(=O)OC.COC(=O)OC.COC(=O)OC.COC(=O)OC.COC(=O)OC.COC(=O)OC.COC(=O)OC
- Kohn-Sham gap (Eh) = 0.41351

Atomic partial charges in e from the Mulliken method, atoms 1 to 6: atom 1 (C): -0.288, atom 2 (O): -0.373, atom 3 (C): 0.659, atom 4 (O): -0.456, atom 5 (O): -0.375, atom 6 (C): -0.601



[6]
Molecular formula: C4H4NO5S
Method: DFT, the ωB97M-V functional and the def2-TZVPD basis

Structure (XYZ):
```
15
Properties=species:S:1:pos:R:3
C 0.524 -0.220 -0.743
C -0.486 0.748 -0.595
C 0.940 -2.734 1.359
C -1.188 1.278 -1.762
N 1.423 -0.549 0.168
O 0.156 -2.128 1.944
O 1.298 -0.057 1.366
O 1.694 -3.216 0.643
O 0.142 1.599 2.891
O -0.821 1.165 0.535
S -0.118 0.455 2.146
H 0.377 -0.528 -1.764
H -2.136 0.783 -1.778
H -0.578 1.053 -2.700
H -1.228 2.351 -1.709
```

Values from the calculation:
- HOMO (eV) = -15.77
- Kohn-Sham gap (Eh) = 0.32867
- charge = +1

Atomic partial charges in e from the Mulliken method, atoms 1 to 6: atom 1 (C): -0.125, atom 2 (C): 1.060, atom 3 (C): 0.796, atom 4 (C): -1.198, atom 5 (N): -0.319, atom 6 (O): -0.454



[7]
Molecular formula: C3H10N2
Method: DFT, the ωB97M-V functional and the def2-TZVPD basis

Structure (XYZ):
```
15
Properties=species:S:1:pos:R:3
N -3.553 -0.437 0.209
C -0.159 0.969 -0.350
C -1.281 0.717 0.368
N 3.197 0.378 0.073
C 2.480 -0.839 0.011
H -3.819 -1.116 -0.467
H -4.382 0.056 0.469
H 0.109 0.452 -1.407
H 0.516 1.778 -0.041
H -2.399 0.297 0.130
H -1.155 0.558 1.424
H 3.761 0.338 -0.756
H 1.722 -0.115 0.368
H 2.688 -1.611 0.896
H 2.275 -1.426 -0.927
```

Values from the calculation:
- HOMO (eV) = -6.63
- Kohn-Sham gap (Eh) = 0.11310

Atomic partial charges in e from the Mulliken method, atoms 1 to 6: atom 1 (N): -0.689, atom 2 (C): -0.737, atom 3 (C): -0.115, atom 4 (N): -0.491, atom 5 (C): -0.281, atom 6 (H): 0.146



For the records above, the corresponding ΔE to the lowest compared entry with this formula, charge and spin values read 3.9 398.7 0.0 72.4 80.6 41.7 1106.9 kJ/mol.
For the records above, the corresponding E_tot values read -86584.7665 -74830.6750 -74992.4153 -138216.9022 -84156.6127 -26763.9592 -6241.9558 eV.